A structure of composition C38H25Br2NO3PRhS. Source: the Open Molecules 2025 dataset; level of theory: ωB97M-V/def2-TZVPD.

Properties
Net charge: 0
Frontier orbital gap, eV: 6.57
Energy above the lowest of the compared OMol25 structures with the same formula, charge and spin, kcal/mol: 0.0

Geometry (Å):
Rh (-0.95, -0.08, -1.03)
C (4.02, -1.54, -3.40)
C (3.07, -0.56, -3.66)
C (2.20, -0.16, -2.66)
C (2.28, -0.74, -1.39)
C (3.22, -1.73, -1.14)
C (4.09, -2.12, -2.14)
P (1.09, -0.15, -0.15)
C (1.34, -1.18, 1.30)
C (1.88, -0.72, 2.49)
C (2.01, -1.59, 3.57)
C (1.63, -2.91, 3.44)
C (1.09, -3.38, 2.25)
C (0.93, -2.51, 1.18)
C (1.56, 1.57, 0.13)
C (2.75, 2.03, 0.61)
C (2.98, 3.42, 0.67)
C (2.04, 4.29, 0.20)
C (0.81, 3.84, -0.33)
C (-0.17, 4.73, -0.83)
C (-1.33, 4.23, -1.34)
C (-1.58, 2.83, -1.36)
C (-0.68, 1.92, -0.89)
C (0.56, 2.45, -0.37)
H (4.70, -1.86, -4.18)
H (3.01, -0.11, -4.64)
H (1.47, 0.61, -2.86)
H (3.28, -2.19, -0.16)
H (4.83, -2.89, -1.94)
H (2.14, 0.33, 2.59)
H (2.38, -1.22, 4.52)
H (1.74, -3.59, 4.28)
H (0.78, -4.41, 2.16)
H (0.48, -2.86, 0.26)
H (3.52, 1.34, 0.94)
H (3.92, 3.79, 1.06)
H (2.23, 5.36, 0.23)
H (0.01, 5.79, -0.80)
H (-2.09, 4.90, -1.73)
H (-2.52, 2.50, -1.78)
Br (-0.18, -4.67, -3.22)
C (-1.70, -3.56, -3.32)
C (-2.79, -3.96, -4.12)
C (-3.91, -3.19, -4.19)
Br (-5.36, -3.78, -5.27)
C (-4.00, -1.97, -3.48)
C (-5.13, -1.13, -3.45)
C (-5.12, 0.01, -2.69)
C (-3.96, 0.34, -1.98)
N (-2.87, -0.39, -2.02)
C (-2.88, -1.57, -2.72)
C (-1.71, -2.38, -2.59)
O (-0.74, -2.01, -1.82)
H (-2.73, -4.89, -4.67)
H (-6.01, -1.41, -4.02)
H (-5.98, 0.65, -2.63)
H (-3.92, 1.22, -1.36)
O (1.39, 2.53, 6.04)
C (0.59, 1.44, 6.01)
O (0.50, 0.74, 6.99)
C (-0.11, 1.14, 4.73)
C (-0.19, 2.04, 3.66)
C (-0.82, 1.68, 2.48)
C (-1.34, 0.39, 2.33)
S (-2.17, -0.16, 0.87)
C (-1.28, -0.50, 3.41)
C (-0.69, -0.12, 4.60)
H (1.42, 2.94, 5.17)
H (0.19, 3.05, 3.74)
H (-0.92, 2.39, 1.68)
H (-1.69, -1.50, 3.29)
H (-0.64, -0.80, 5.44)

Results of the Mulliken charge analysis, in e, for atoms 1 through 4: number 1, Rh, carries -0.51; number 2, C, carries -0.54; number 3, C, carries -0.85; number 4, C, carries -0.78